# 1
The following is a quantum chemistry calculation of an isolated molecule of C4H3NO2 at a distorted geometry, from OMol25.

```
10
Properties=species:S:1:pos:R:3:forces:R:3
O -3.50760 0.34935 0.38359 3.98 -1.14 0.19
C -2.36873 -0.01772 0.38147 -3.64 0.74 -0.66
C -1.14366 -0.50287 0.29947 1.96 -0.40 0.70
C -0.09126 0.00456 -0.63843 2.06 -0.30 2.20
C 1.26805 0.23452 -0.37650 -1.16 1.44 -2.41
N 1.92870 -0.01146 0.81911 2.54 -0.43 1.22
O 3.19251 0.09995 0.87002 -3.96 0.09 -1.00
H -0.76650 -1.14822 1.15516 -0.77 1.01 -1.01
H -0.26978 0.13455 -1.67897 -0.87 0.51 -0.54
H 1.75826 0.85733 -1.21493 -0.13 -1.52 1.30
```
Forces are in eV/Å.

As for the spin multiplicity: 1. As for the frontier orbital gap (spin up / spin down): 7.8 / 7.8 eV. As for the SMILES: O=C=C/C=C\N=O.

Löwdin atomic charge list, values in e, 8 entries: 0.17, -0.14, -0.08, -0.04, -0.16, -0.07, -0.05, 0.14

***

# 2
The following is a quantum chemistry calculation of an isolated molecule of C4H3NO2, from OMol25.

```
10
Properties=species:S:1:pos:R:3:forces:R:3
O -2.75422 0.17670 -0.40325 0.81 -0.14 -0.33
C -1.69682 0.01899 -0.90208 -0.98 0.21 0.02
C -0.40406 -0.42761 0.01178 0.33 -0.80 -0.06
N -0.47242 -1.58468 -0.38229 -0.11 0.80 0.26
O 2.01322 -1.14012 0.33170 -0.06 0.41 0.13
C 1.72655 -0.00283 0.68417 0.12 -0.26 -0.05
C 0.40371 0.55402 0.53891 -0.07 0.02 0.02
H -1.36060 0.23581 -1.92251 -0.02 -0.01 0.14
H 2.47183 0.63807 1.18750 -0.07 -0.06 -0.06
H 0.07281 1.53164 0.85607 0.05 -0.16 -0.06
```
Forces are in eV/Å.

As for the spin multiplicity: 1. As for the frontier orbital gap (spin up / spin down): 7.0 / 7.0 eV.

Löwdin atomic charge list, values in e, 8 entries: 0.16, -0.15, -0.42, 0.35, 0.02, -0.30, -0.03, 0.15

***

# 3
The following is a quantum chemistry calculation of an isolated molecule of C4H3NO2, from OMol25.

```
10
Properties=species:S:1:pos:R:3:forces:R:3
O 2.69219 0.82952 0.45224 -0.29 -0.38 -0.27
C 2.02636 0.00679 -0.12770 0.20 0.22 0.15
C 0.55130 -0.04655 -0.07032 0.01 -0.05 -0.04
N -0.20421 -0.90941 -0.67554 0.16 0.20 0.14
C -1.48484 -0.54712 -0.31762 -0.18 0.04 0.05
C -1.42146 0.53428 0.49824 -0.13 -0.09 -0.06
O -0.11929 0.86321 0.66339 0.04 -0.03 -0.03
H 2.45441 -0.79094 -0.76189 0.02 0.10 0.08
H -2.34966 -1.08887 -0.67163 0.10 0.11 0.08
H -2.14478 1.14910 1.01082 0.07 -0.11 -0.09
```
Forces are in eV/Å.

As for the spin multiplicity: 1. As for the frontier orbital gap: 9.8 eV. As for the SMILES: O=Cc1ncco1.

Löwdin atomic charge list, values in e, 8 entries: 0.08, -0.17, -0.34, 0.14, -0.10, -0.07, 0.09, 0.13

***

# 4
The following is a quantum chemistry calculation of an isolated molecule of C4H3NO2 at a distorted geometry, from OMol25.

```
10
Properties=species:S:1:pos:R:3:forces:R:3
C 0.22668 -0.54159 0.36731 -1.06 -0.11 -0.68
C -0.79900 -0.88485 -0.63706 0.87 -1.16 1.65
C 0.41962 -1.54361 1.22600 0.60 2.15 -1.33
C 0.55270 0.95996 0.22094 2.48 0.45 -0.28
N -1.09052 0.19672 -1.22036 0.62 -0.71 0.55
O 0.69339 -2.42702 1.88547 0.02 -1.27 1.06
O -0.31709 1.38594 -0.82667 -0.64 0.27 -0.62
H 0.32899 1.59167 1.12500 0.36 -0.71 -0.80
H 1.73091 1.18443 -0.17290 -3.15 -0.71 1.22
H -1.74568 0.07836 -1.96771 -0.11 1.80 -0.76
```
Forces are in eV/Å.

As for the spin multiplicity: 1. As for the frontier orbital gap: 9.5 eV.

Löwdin atomic charge list, values in e, 8 entries: -0.21, -0.05, -0.14, -0.15, 0.00, 0.23, -0.12, 0.12

***

# 5
The following is a quantum chemistry calculation of an isolated molecule of C4H3NO2, from OMol25.

```
10
Properties=species:S:1:pos:R:3:forces:R:3
O -1.74976 1.75783 0.40338 0.61 0.32 -0.04
C -0.57539 1.88064 0.20518 -0.65 0.12 0.01
C 0.45539 1.22810 1.10380 0.14 -0.57 -0.40
N 0.86456 0.27416 0.46052 -0.22 0.23 0.10
C 0.90282 -0.79671 -0.23690 0.05 0.11 0.05
C -0.26877 -1.69020 -0.11459 -0.25 -0.07 0.26
O -1.12239 -1.55270 0.73107 0.39 -0.14 -0.39
H -0.14107 2.34456 -0.70266 -0.10 0.21 0.16
H 1.67086 -0.90584 -0.99268 -0.02 -0.14 0.12
H -0.34572 -2.45538 -0.90760 0.05 -0.07 0.12
```
Forces are in eV/Å.

As for the spin multiplicity: 1. As for the frontier orbital gap (spin up / spin down): 8.6 / 8.6 eV.

Löwdin atomic charge list, values in e, 8 entries: 0.08, -0.27, 0.06, 0.04, -0.08, -0.25, 0.06, 0.13

***

# 6
The following is a quantum chemistry calculation of an isolated molecule of C4H3NO2S at a distorted geometry, from OMol25.

```
11
Properties=species:S:1:pos:R:3:forces:R:3
O -1.98617 -0.79481 0.68372 0.78 0.49 -0.21
C -1.23504 0.06808 0.92006 -1.91 -1.36 -0.17
C -0.73148 1.18920 1.36659 1.11 -0.16 0.10
S 0.97420 1.48704 1.64667 -0.24 0.04 -0.13
N 1.63545 0.44374 0.56348 1.08 0.21 -0.52
C 1.07116 -0.27375 -0.25736 0.07 -0.72 1.31
C 0.60665 -1.12942 -1.12565 -0.07 0.11 -1.44
O 0.23905 -0.63629 -2.36696 -0.27 -0.84 -0.43
H -1.39589 1.56287 2.09608 -0.70 0.86 0.67
H 0.51074 -2.23362 -1.12222 0.05 1.06 0.66
H 0.31133 0.31696 -2.40441 0.09 0.29 0.15
```
Forces are in eV/Å.

As for the spin multiplicity: 1. As for the frontier orbital gap: 8.5 eV. As for the SMILES: O=C=CSN=C=CO.

Löwdin atomic charge list, values in e, 8 entries: 0.17, -0.29, -0.41, 0.92, -0.31, -0.21, -0.16, -0.01

***

# 7
The following is a quantum chemistry calculation of a structure of composition C4H3NO3 at a distorted geometry, from OMol25.

```
11
Properties=species:S:1:pos:R:3:forces:R:3
C -0.56249 0.31202 1.18427 1.15 -0.56 -1.80
C 0.14274 -0.91840 -0.50667 -1.39 -1.98 0.75
C 0.75868 0.57359 -1.53498 2.97 1.12 -2.34
C 0.27841 0.37880 -0.03890 -1.43 1.20 1.75
H -0.82263 0.47180 3.29124 -2.37 2.22 -4.33
H 0.24562 1.17088 -2.25013 -0.91 1.00 0.08
H 1.92296 0.60206 -2.04964 -2.60 0.57 2.72
N -0.42394 -1.82627 0.23752 1.19 0.25 0.47
O -1.39607 1.06624 2.02285 5.13 -3.42 2.70
O -0.56103 -1.04753 1.47144 -1.62 1.14 -0.98
O 0.41775 -0.78320 -1.82702 -0.12 -1.53 0.97
```
Forces are in eV/Å.

As for the spin multiplicity: 1. As for the frontier orbital gap: 7.5 eV.

Löwdin atomic charge list, values in e, 8 entries: -0.29, -0.44, -0.08, 0.04, 0.39, 0.09, 0.19, 0.17

***

# 8
The following is a quantum chemistry calculation of an isolated molecule of C4H3NO3 at a distorted geometry, from OMol25.

```
11
Properties=species:S:1:pos:R:3:forces:R:3
N 2.34902 -0.57283 -1.33870 -1.34 1.25 2.61
C 1.83212 -0.15721 -0.36772 0.68 -0.90 -0.86
C 0.97966 0.23206 0.85019 1.43 1.19 -0.48
C -0.19924 0.91522 0.10798 -0.81 1.97 -1.07
O -0.39682 2.09738 -0.28690 0.93 -5.11 1.93
C -1.10300 -0.32422 -0.13514 0.07 -3.15 1.78
O -0.83544 -1.37539 0.59868 -3.24 4.11 -4.37
O -2.02058 -0.15507 -1.10857 -0.19 -2.25 1.83
H 1.41550 1.12570 1.41428 0.11 -1.81 -0.33
H 0.61642 -0.82585 1.34684 1.21 3.38 -0.82
H -2.63764 -0.95979 -1.08093 1.16 1.33 -0.24
```
Forces are in eV/Å.

As for the spin multiplicity: 1. As for the frontier orbital gap: 9.4 eV. As for the SMILES: N#CCC(=O)C(=O)O.

Löwdin atomic charge list, values in e, 8 entries: 0.15, -0.20, -0.09, -0.27, 0.11, -0.34, 0.00, 0.14

***

Total energy values, unit a.u., following the record order: -359.2935, -359.2975, -359.4323, -359.2810, -359.3327, -757.5097, -434.3798, -434.6195.
Molar mass values, unit g/mol, following the record order: 97.1, 97.1, 97.1, 97.1, 97.1, 129.1, 113.1, 113.1.
Energy relative to the best compared isomer or geometry (same formula, charge and spin) values, unit kJ/mol, following the record order: 464.4, 453.9, 100.0, 497.1, 361.4, 401.9, 912.5, 283.1.